Entry 1:
Here is a 2-piece molecular cluster, C7H9N3O3 overall in a non-equilibrium geometry from the Open Molecules 2025 dataset. Energies are from ωB97M-V/def2-TZVPD.

Geometry as XYZ:
```
22
Properties=species:S:1:pos:R:3:lowdin_charge:R:1
O -1.861 2.512 -2.347 0.072
C -1.719 1.934 -1.295 -0.435
N -2.430 2.163 -0.149 0.074
N -2.132 1.305 0.918 0.050
N -1.051 0.470 0.322 -0.079
C -0.281 -0.474 1.054 -0.129
C 1.176 -0.439 0.483 -0.159
C 1.164 -0.971 -0.957 -0.262
C 0.513 0.061 -1.760 0.059
C -0.822 0.849 -0.932 -0.015
H -3.356 2.465 0.007 0.142
H -1.900 1.898 1.684 0.113
H -0.685 -1.432 1.083 0.091
H -0.372 -0.262 2.192 0.149
H 1.851 -1.089 1.000 0.104
H 1.586 0.489 0.453 0.079
H 2.077 -1.076 -1.375 0.062
H 0.755 -2.107 -0.982 0.161
H 0.710 0.500 -2.631 0.003
O -0.546 1.786 -4.675 0.200
C -1.571 1.290 -4.557 -0.488
O -2.564 0.777 -4.331 0.208
```

SMILES string: O=C1NNN2CCCC=C12.O=C=O
Maximum force, eV Å⁻¹: 9.39
HOMO level (spin up / spin down), Ha: -0.2682 / -0.2424
ΔE to the lowest compared entry with this formula, charge and spin, kcal per mole: 141.7
Kohn-Sham gap (spin up / spin down), eV: 7.758 / 6.864

Entry 2:
Here is C6H12BF3 as an isolated structure in a non-equilibrium geometry from the Open Molecules 2025 dataset. Energies are from ωB97M-V/def2-TZVPD.

Geometry as XYZ:
```
22
Properties=species:S:1:pos:R:3:lowdin_charge:R:1
B 0.536 -0.293 0.123 -0.322
C -0.302 -2.546 0.201 -0.125
C -1.810 1.264 0.276 -0.100
C 0.064 -1.489 -0.790 -0.199
C -0.460 0.841 0.837 -0.158
C 1.964 -0.341 0.709 -0.073
C 2.659 0.901 -0.627 -0.321
F 2.667 -1.559 0.595 -0.041
F 2.325 2.059 -0.135 0.113
F 3.949 0.714 -0.622 0.125
H -0.651 -2.052 1.118 0.078
H -1.004 -3.220 -0.280 0.077
H 0.579 -3.159 0.485 0.090
H -2.413 0.451 -0.003 0.057
H -2.295 1.602 1.123 0.047
H -1.651 1.967 -0.487 0.065
H 0.877 -1.852 -1.446 0.106
H -0.925 -1.209 -1.363 0.133
H 0.137 1.665 1.148 0.074
H -0.646 0.211 1.739 0.113
H 2.291 0.221 1.566 0.119
H 2.090 0.537 -1.472 0.143
```

Maximum force, eV Å⁻¹: 6.09
HOMO level, Ha: -0.3510
ΔE to the lowest compared entry with this formula, charge and spin, kcal per mole: 46.6
Kohn-Sham gap, eV: 10.233